Here is C47H47FN8NbO15 as an isolated structure from the OMol25 dataset. Energies are from ωB97M-V with the def2-TZVPD basis set.

Positions of all 119 atoms, in Å:
O -2.93641 -0.67881 -1.90834
H 6.03078 0.28347 0.80228
N 0.73617 -5.77770 -2.34676
H 2.68019 12.01655 -6.48201
H 6.02454 -1.18534 -3.21987
C -2.62150 -4.47495 -1.32018
N 0.27794 -1.19458 5.75838
C 0.12722 3.51827 -7.67161
C 2.30213 11.00115 -6.54145
C 3.96191 -1.71029 5.33054
H -2.11274 -1.44412 3.30213
H -2.13097 0.24104 2.49320
C 3.42492 0.54115 11.70893
C 2.60261 -1.97558 5.44264
C 6.09997 -0.33088 -1.24851
H 4.66362 -2.52612 5.19538
H -1.42043 5.61983 -5.47245
C 4.42420 -0.40018 5.39560
H 4.32885 -3.58134 -0.10290
H -0.89251 3.83336 -2.57073
O 0.77285 5.07718 -4.53748
H 0.09545 -1.44241 2.13329
H 3.40001 7.81059 -6.93282
C -2.12886 -0.90015 2.29751
C 5.14547 -2.49007 -1.75504
N 0.98840 4.39436 -5.52777
O 1.21586 -4.74373 -2.79063
H -9.72634 -9.32628 -1.27772
H -3.04309 -1.11755 1.64848
H -1.01056 -1.99177 0.65531
C 5.77961 -1.32307 -2.17080
C -1.32518 -4.51811 -1.82270
C 3.54178 -0.10526 10.47991
H -0.72746 2.84607 -9.52564
H 5.48775 -0.19814 5.31507
H -0.22469 1.61351 1.97001
C -1.19410 -6.87359 -1.26132
H 3.89745 1.67232 5.61296
H 0.08921 0.13318 12.18405
H 1.01196 3.23033 -0.73391
C 4.82325 -2.66760 -0.41387
H -0.88534 -3.61434 -2.23127
O 5.03647 -0.92454 2.68416
H -0.65095 -7.81203 -1.23192
C -8.11005 -8.08219 -0.59940
H -2.94752 -7.71247 -0.34265
H 1.04551 2.95999 -7.81810
H 4.25184 10.12952 -6.78883
N 4.85589 -0.21898 9.84331
H 1.49069 0.51306 0.34363
C -10.01517 -7.26875 -1.83235
H 2.25669 -3.00230 5.39279
C 1.34296 8.38488 -6.69082
H -2.11822 1.07345 0.28123
O -0.47839 -0.23697 5.89303
O -1.34094 8.02640 -6.41050
C 0.46477 9.45162 -6.50917
C -7.60093 -6.78557 -0.55993
C 1.06027 0.07059 11.70176
C 0.93582 10.76161 -6.43965
H -10.05004 -5.15888 -2.24621
H -3.18057 -3.54450 -1.34293
H -0.24054 2.10931 -2.79576
C -0.07584 2.88700 -0.66299
C -1.68783 -0.51913 -1.84267
C -0.06990 4.30312 -6.53661
C 5.77896 -0.49854 0.09431
C -0.87173 3.45170 -8.63691
C 2.42522 -0.65590 9.85245
H 4.28790 0.97637 12.20105
O 2.02952 3.78517 -5.73644
H -7.90811 -4.71403 -1.11207
Nb -0.30216 0.81156 0.35179
O -1.71475 10.15156 -6.23713
H 6.59677 0.57570 -1.57806
O -5.71637 -7.48997 0.56476
C 3.53081 0.65211 5.56445
C -2.49015 -6.82043 -0.75833
C 1.70996 -0.91888 5.61857
C -9.50500 -5.97474 -1.78294
O 4.23073 -2.88323 2.23671
N -0.97027 9.19087 -6.37720
H -10.95760 -7.45930 -2.33732
C -0.76172 -1.17335 1.42311
N 4.77669 -1.83770 1.91189
H 2.07562 1.12608 13.27676
C -9.32234 -8.32004 -1.23858
C 2.16758 0.39791 5.67429
C 2.70742 8.63420 -6.79438
H 2.50700 -1.15548 8.89268
O -5.90776 -5.37910 0.12351
H 0.98361 7.36292 -6.75059
O -0.08269 -2.36429 5.73793
C -3.20350 -5.62419 -0.79190
H 0.30796 -0.99795 9.99382
C 1.18232 -0.56708 10.47063
N -6.31429 -6.53333 0.09232
H -2.82970 4.11760 -9.22549
C -0.61998 -5.72091 -1.79578
C -8.29485 -5.72692 -1.14352
H 1.48288 1.22886 5.80447
H 4.89909 -3.26075 -2.47806
C -0.83696 2.78332 -2.07970
O 5.82082 0.24692 10.43567
O 1.31256 -6.85882 -2.33597
C 2.17746 0.62754 12.31837
C -2.05482 4.16562 -8.46595
H 0.25842 11.59759 -6.30413
O 4.91233 -0.77641 8.75790
H -3.17300 5.49455 -7.19837
H -7.57847 -8.91041 -0.14347
C 3.18516 9.93913 -6.71544
C 5.13741 -1.66591 0.50304
C -2.24854 4.94139 -7.32706
H -4.22163 -5.58742 -0.40405
H -1.88171 2.35150 -1.85824
N -0.42806 -0.22627 -1.53646
C -1.25630 5.01164 -6.35483
F -0.75969 3.83489 0.24860

Atoms 1-6, force components in eV/Å:
6.4 0.2 -0.5
-0.2 -0.2 0.0
0.4 0.1 -0.2
-0.1 -0.1 0.0
0.0 0.0 0.1
0.1 -0.3 0.0

Results
E = -3541.800065 Ha
Kohn-Sham gap = 4.6 eV
lowest unoccupied orbital energy = 0.5 eV
total charge = -1
highest occupied orbital energy = -4.142 eV